No. 1
One molecule with the formula C3H7NSi in a non-equilibrium geometry, computed with wB97M-V/def2-TZVPD.

Calculated values
LUMO level (alpha / beta): -0.6 / -0.6 eV
HOMO-LUMO gap (alpha / beta): 8.2166 / 8.2573 eV
energy above the lowest of the compared OMol25 structures with the same formula, charge and spin: 91.5 kcal/mol
charge: 0
SMILES: [H]/N=C/C=C/[SiH3]

Each line ends with the natural charge from an NBO analysis.
Atoms and positions in Å:
C  0.6568  -0.3916  0.1711  -0.16
C  -0.7845  0.4035  0.3614  -0.64
C  1.8994  0.2620  -0.0873  0.02
N  2.9921  -0.3640  -0.1386  -0.57
Si  -2.4536  -0.2547  -0.0216  0.84
H  0.5571  -1.5077  -0.0607  0.21
H  -0.4841  1.5207  0.3458  0.21
H  1.8018  1.3163  0.0496  0.15
H  3.8214  0.3461  -0.0412  0.34
H  -2.1242  -1.3266  -1.1059  -0.15
H  -3.0181  1.0853  -0.5186  -0.12
H  -2.8641  -1.0893  1.0460  -0.15

No. 2
C32H21AsBiCl3N3 as an isolated structure in a non-equilibrium geometry, computed with wB97M-V/def2-TZVPD.

Calculated values
LUMO level: -10.6 eV
HOMO-LUMO gap: 6.0611 eV
charge: +3

Each line ends with the natural charge from an NBO analysis.
Atoms and positions in Å:
Bi  -0.2959  2.1376  -0.8391  1.65
C  -2.9115  1.7959  2.8570  -0.22
C  -1.9063  2.1651  1.9698  0.11
N  -1.7736  1.5900  0.7772  -0.59
C  -2.6553  0.6254  0.3824  0.22
C  -3.7112  0.2223  1.2156  -0.07
C  -3.8107  0.8245  2.4858  -0.04
C  -4.6310  -0.7656  0.7478  -0.14
C  -4.4761  -1.3401  -0.4676  -0.15
C  -3.3915  -0.9699  -1.3209  -0.05
C  -3.1706  -1.5645  -2.5792  -0.03
C  -2.1255  -1.1390  -3.3660  -0.23
C  -1.3073  -0.1126  -2.9093  0.11
N  -1.4855  0.4510  -1.7158  -0.57
C  -2.5003  0.0321  -0.9027  0.13
H  -2.9701  2.2785  3.8225  0.28
H  -1.2043  2.9501  2.2239  0.23
H  -4.6065  0.5216  3.1556  0.27
H  -5.4653  -1.0352  1.3829  0.26
H  -5.1822  -2.0802  -0.8217  0.26
H  -3.8336  -2.3502  -2.9205  0.27
H  -1.9324  -1.5789  -4.3342  0.28
H  -0.5007  0.2688  -3.5237  0.23
Cl  -0.0644  6.5296  -4.8780  0.12
C  0.7061  6.6852  -3.2868  -0.25
Cl  2.2671  7.4756  -3.4118  0.15
Cl  -0.3643  7.5601  -2.1540  0.10
C  0.8258  5.3406  -2.7397  0.38
N  0.8875  4.2816  -2.3012  -0.46
C  6.0333  -0.0979  0.1792  -0.14
C  5.3104  -0.1508  1.3632  -0.17
C  3.9305  -0.0111  1.3457  -0.25
C  3.3060  0.1681  0.1183  -0.19
C  4.0100  0.2260  -1.0779  -0.26
C  5.3868  0.0809  -1.0377  -0.17
As  1.3497  0.2117  0.0850  0.97
C  0.7033  -0.3761  1.8074  -0.36
C  0.7780  0.3003  3.0154  -0.23
C  0.2938  -0.3177  4.1608  -0.18
C  -0.2738  -1.5828  4.0738  -0.16
C  -0.3488  -2.2506  2.8574  -0.20
C  0.1482  -1.6599  1.7019  0.02
C  0.2383  -2.2917  0.3672  0.00
C  -0.1089  -3.6000  0.0534  -0.19
C  0.1604  -4.1099  -1.2108  -0.16
C  0.7744  -3.3288  -2.1815  -0.19
C  1.1098  -2.0116  -1.8960  -0.21
C  0.8381  -1.5134  -0.6327  -0.36
H  7.1104  -0.1937  0.2042  0.25
H  5.8205  -0.3014  2.3049  0.25
H  3.3604  -0.0702  2.2626  0.23
H  3.5051  0.3712  -2.0256  0.22
H  5.9597  0.1070  -1.9547  0.25
H  1.2494  1.2750  3.0822  0.23
H  0.3775  0.1773  5.1193  0.25
H  -0.6345  -2.0683  4.9712  0.25
H  -0.7658  -3.2489  2.8211  0.24
H  -0.5638  -4.2382  0.8001  0.24
H  -0.0836  -5.1409  -1.4310  0.25
H  1.0089  -3.7492  -3.1503  0.25
H  1.6055  -1.4036  -2.6442  0.23

No. 3
A 5-piece molecular cluster, C22H50N3O18PS4 overall in a non-equilibrium geometry, computed with wB97M-V/def2-TZVPD.

Calculated values
LUMO level: -1.2 eV
HOMO-LUMO gap: 6.7068 eV
charge: 0
SMILES: C=C[C@H]1NC(=O)[C@@H](COO)[C@@]1(CCC(N)=O)P(=N)(O)O.CCOS(C)(=O)=O.CCOS(C)(=O)=O.CCOS(C)(=O)=O.CCOS(C)(=O)=O

Each line ends with the Löwdin charge.
Atoms and positions in Å:
C  0.0364  -4.3595  -4.2007  0.00
C  -0.7435  -3.1172  -3.8214  -0.09
C  -0.5758  -1.8281  -4.8200  -0.25
N  -1.1917  -2.0955  -6.2058  0.03
C  -1.3606  -0.7365  -6.9169  -0.21
O  -1.7614  -0.6153  -8.1956  -0.02
C  -0.9823  0.4187  -5.7999  -0.13
C  -1.5068  1.9561  -6.0091  -0.09
O  -2.6398  2.0603  -6.9804  -0.20
O  -3.7464  2.3888  -6.3477  -0.08
C  -1.3873  -0.4164  -4.4425  -0.34
C  -0.8499  0.1101  -2.9781  -0.19
C  0.7012  0.6400  -2.9621  -0.09
C  1.1848  0.7164  -1.3633  -0.27
N  0.2837  1.1717  -0.2339  0.07
O  2.4561  0.3784  -1.0056  -0.06
P  -3.2941  -0.5730  -4.0819  0.79
N  -3.4992  -1.5594  -2.7739  -0.20
O  -4.1814  -1.2568  -5.4356  -0.25
O  -3.9884  0.9762  -3.5783  -0.21
H  -0.4748  -5.2431  -4.7782  0.07
H  1.1743  -4.3508  -3.8795  0.08
H  -1.3760  -3.1380  -2.8303  0.10
H  0.5390  -1.5594  -5.1293  0.16
H  -2.0882  -2.6354  -6.2103  0.11
H  0.1930  0.4907  -5.9378  0.15
H  -1.7163  2.5450  -5.0057  0.14
H  -0.6092  2.5445  -6.5334  0.15
H  -4.2435  1.4984  -6.2852  0.14
H  -0.9338  -0.8169  -2.2346  0.12
H  -1.5395  0.9487  -2.5105  0.11
H  1.3678  -0.1131  -3.5678  0.11
H  0.7698  1.7540  -3.3767  0.14
H  -0.6615  0.7315  -0.2640  0.08
H  0.2335  2.2098  -0.1469  0.10
H  -4.1081  -2.3750  -3.0660  0.00
H  -4.0564  -2.2513  -5.3394  0.07
H  -3.3663  1.7237  -3.8200  0.05
O  3.1666  0.7289  -5.8991  -0.31
S  4.5062  0.8291  -5.3566  0.62
O  5.2963  2.0354  -5.4789  -0.28
O  5.3895  -0.4316  -5.8909  -0.27
C  5.4777  -0.6562  -7.2905  -0.28
C  6.4347  0.3192  -7.9495  -0.08
C  4.4618  0.3616  -3.6442  -0.13
H  4.4871  -0.6166  -7.7537  0.12
H  5.8573  -1.6751  -7.4268  0.12
H  6.0433  1.3398  -7.9096  0.07
H  6.5904  0.0582  -8.9999  0.08
H  7.4006  0.3227  -7.4348  0.09
H  3.9061  -0.5725  -3.5452  0.07
H  3.9595  1.1575  -3.0902  0.06
H  5.4854  0.2467  -3.2824  0.08
O  -1.5646  2.0087  2.7921  -0.30
S  -0.5118  2.0162  3.7873  0.62
O  -0.4612  1.0455  4.8595  -0.30
O  -0.3998  3.5102  4.4281  -0.26
C  -1.5641  4.0995  4.9885  -0.28
C  -1.8790  3.5161  6.3531  -0.07
C  1.0566  2.0116  2.9548  -0.13
H  -2.4153  4.0018  4.3078  0.11
H  -1.3590  5.1703  5.0973  0.12
H  -2.1749  2.4663  6.2719  0.07
H  -2.6990  4.0623  6.8273  0.08
H  -0.9998  3.5551  7.0039  0.07
H  1.0458  2.7723  2.1723  0.06
H  1.2018  1.0227  2.5147  0.07
H  1.8442  2.2126  3.6835  0.08
O  3.0906  2.3713  9.6335  -0.29
S  1.7113  1.9312  9.6869  0.63
O  0.6313  2.7201  9.1339  -0.29
O  1.3397  1.5398  11.2243  -0.27
C  1.5519  2.5063  12.2430  -0.28
C  0.4708  3.5706  12.2317  -0.08
C  1.6111  0.2934  9.0084  -0.12
H  2.5484  2.9501  12.1563  0.12
H  1.5178  1.9738  13.2001  0.12
H  0.5312  4.1810  11.3262  0.07
H  0.5731  4.2349  13.0941  0.08
H  -0.5237  3.1136  12.2482  0.09
H  2.3939  -0.3237  9.4527  0.07
H  1.7582  0.3661  7.9287  0.08
H  0.6224  -0.1176  9.2213  0.08
O  -1.2650  -5.4617  0.1998  -0.29
S  -2.5758  -4.8548  0.3118  0.62
O  -2.9320  -3.6558  -0.4162  -0.31
O  -2.9234  -4.6329  1.8881  -0.27
C  -2.0090  -3.8995  2.6900  -0.28
C  -2.1202  -2.4081  2.4351  -0.07
C  -3.8049  -6.0935  -0.0162  -0.12
H  -0.9854  -4.2545  2.5360  0.12
H  -2.2673  -4.1026  3.7354  0.12
H  -1.7850  -2.1571  1.4246  0.07
H  -1.5046  -1.8476  3.1439  0.08
H  -3.1594  -2.0759  2.5231  0.09
H  -3.5712  -6.9883  0.5634  0.07
H  -3.7782  -6.3207  -1.0841  0.08
H  -4.7860  -5.6985  0.2546  0.08

No. 4
A 2-piece molecular cluster, C6H15BN4O2 overall in a non-equilibrium geometry, computed with wB97M-V/def2-TZVPD.

Calculated values
LUMO level: -0.8 eV
HOMO-LUMO gap: 3.6997 eV
energy above the lowest of the compared OMol25 structures with the same formula, charge and spin: 0.0 kcal/mol
charge: 0

Each line ends with the natural charge from an NBO analysis.
Atoms and positions in Å:
N  1.0104  1.8407  -3.5785  -0.79
N  2.0822  1.5011  -4.4325  -0.85
B  3.0224  0.6689  -3.7668  1.03
O  3.1030  0.5197  -2.3339  -0.97
O  4.0269  -0.0581  -4.5323  -0.94
H  1.0484  2.7221  -3.0855  0.32
H  0.0946  1.4928  -3.8104  0.32
H  2.2302  0.3182  -2.0177  0.46
H  4.7849  0.5143  -4.4550  0.46
C  -1.5650  -1.9060  4.2074  -0.62
C  -0.8494  -0.7098  3.6111  -0.21
N  -0.9757  -0.6279  2.1503  -0.28
C  -1.0382  -1.6729  1.2568  -0.06
C  -1.1097  -1.1270  0.0165  -0.02
N  -1.0719  0.2361  0.1754  -0.27
C  -0.9892  0.5180  1.4699  0.25
C  -1.0963  1.2312  -0.8966  -0.43
H  -1.1046  -2.8437  3.8950  0.22
H  -1.5164  -1.8610  5.2934  0.24
H  -2.6138  -1.9259  3.9086  0.22
H  0.2139  -0.7370  3.8530  0.22
H  -1.2625  0.2087  4.0266  0.22
H  -1.0236  -2.6888  1.6044  0.25
H  -1.1740  -1.5489  -0.9707  0.26
H  -0.9329  1.5047  1.8959  0.24
H  -0.1663  1.7974  -0.8750  0.25
H  -1.9447  1.8989  -0.7526  0.22
H  -1.1828  0.7343  -1.8568  0.25

The highest charge belongs to which entry? C32H21AsBiCl3N3